1.
DFT (wB97M-V/def2-TZVPD) results for one molecule with the formula C27H27N3O5S2 at a distorted geometry.

Each line ends with the Mulliken charge.
Positions of all 64 atoms, in Å:
C 1.422 2.770 4.768  -0.7955
C 0.893 3.779 4.103  0.0704
C 0.505 3.769 2.653  -1.4522
N 0.556 2.454 2.050  0.1200
C -0.408 1.544 2.320  0.1378
S -1.759 2.041 3.307  -0.1329
C -2.844 0.613 3.013  -0.4552
C -3.106 0.448 1.513  -0.0081
O -3.441 1.414 0.856  -0.6631
C -3.003 -0.889 0.981  -0.4390
N -2.296 -1.908 1.585  0.1187
C -2.402 -3.039 0.870  -0.4811
C -1.694 -4.280 1.262  -1.2480
C -3.242 -2.784 -0.215  0.8015
C -3.633 -3.783 -1.209  0.2945
O -3.331 -4.956 -1.168  -0.6914
O -4.376 -3.267 -2.198  -0.1974
C -4.793 -4.179 -3.211  -0.2855
C -5.572 -3.405 -4.258  -1.2325
C -3.609 -1.414 -0.157  1.4523
C -4.496 -0.682 -1.093  -1.2723
N -0.407 0.317 1.893  -0.0540
C 0.612 -0.024 1.085  0.0736
S 0.789 -1.617 0.441  -0.2538
C 2.239 -1.136 -0.367  -0.8075
C 2.575 0.168 -0.174  0.2012
C 3.754 0.785 -0.785  0.3843
C 4.983 0.127 -0.755  -0.5888
C 6.095 0.693 -1.335  -0.6443
C 6.009 1.933 -1.970  0.9330
O 7.166 2.406 -2.509  -0.4594
C 7.151 3.665 -3.136  -0.8232
C 4.781 2.586 -2.016  -0.4134
C 3.669 2.013 -1.428  -0.6999
C 1.633 0.825 0.681  -0.1469
C 1.667 2.164 1.217  0.7093
O 2.512 3.013 1.034  -0.6920
H 1.690 2.858 5.806  0.3234
H 1.619 1.814 4.309  0.1863
H 0.717 4.728 4.589  0.3778
H 1.211 4.394 2.092  0.4941
H -0.504 4.179 2.535  0.5356
H -2.417 -0.260 3.497  0.2613
H -3.785 0.881 3.497  0.4791
H -1.623 -1.761 2.321  0.3746
H -1.933 -4.547 2.291  0.3108
H -1.992 -5.088 0.602  0.3587
H -0.616 -4.136 1.189  0.1971
H -3.907 -4.657 -3.645  0.3230
H -5.407 -4.963 -2.753  0.3196
H -6.442 -2.936 -3.806  0.2980
H -5.900 -4.080 -5.043  0.4221
H -4.947 -2.630 -4.692  0.2958
H -4.041 -0.646 -2.081  0.2348
H -4.656 0.332 -0.740  0.4081
H -5.449 -1.198 -1.193  0.2895
H 2.755 -1.858 -0.968  0.5791
H 5.065 -0.827 -0.255  0.4618
H 7.053 0.197 -1.307  0.4227
H 6.486 3.673 -4.006  0.3249
H 6.851 4.456 -2.441  0.3363
H 8.174 3.843 -3.464  0.2434
H 4.677 3.541 -2.505  0.3700
H 2.723 2.528 -1.478  0.4124

Summary:
LUMO (eV): 0.425
Energy relative to the best compared isomer or geometry (same formula, charge and spin) (kcal per mole): 13.2
M (g/mol): 537.7
HOMO energy (eV): -7.88
E (eV): -64816.375
Max |F| (eV/A): 1.11
SMILES string: C=CCn1c(SCC(=O)c2[nH]c(C)c(C(=O)OCC)c2C)nc2scc(-c3ccc(OC)cc3)c2c1=O
HOMO-LUMO gap (eV): 8.3
Charge: 0



2.
DFT (wB97M-V/def2-TZVPD) results for C56H70F6IN4O3 as an isolated structure at a distorted geometry.

Each line ends with the Mulliken charge.
Positions of all 140 atoms, in Å:
C -8.189 -3.203 -2.386  -0.8910
C -7.795 -4.821 -2.259  -0.3423
C -6.281 -4.950 -1.637  -0.4374
C -6.042 -6.251 -0.665  -0.6833
C -6.195 -5.953 0.941  -0.5597
C -5.276 -4.720 1.509  -0.3250
C -4.059 -5.219 2.541  -0.7306
C -2.673 -4.481 1.965  -0.6557
C -1.367 -4.729 2.957  -0.1226
C -0.208 -5.564 2.153  -1.0131
N 0.855 -4.692 1.490  0.1963
C 0.347 -3.682 0.489  -0.7686
C -0.038 -2.210 1.070  0.0289
N 0.189 -1.708 2.324  -0.4987
C 2.226 -4.795 1.762  0.1407
N 3.299 -3.970 1.076  0.1133
C 3.611 -2.684 1.796  -0.0066
C 4.141 -1.558 0.698  -0.2722
C 4.431 -0.074 1.374  -0.5703
C 3.006 0.467 2.025  -0.0847
O 3.163 1.917 2.305  -0.3977
C 2.018 2.306 3.167  -0.4484
N 2.767 -5.793 2.810  -0.5547
I 4.603 -6.387 2.043  0.2388
C 2.898 -5.142 4.169  0.0579
C 1.766 -5.654 5.252  0.3218
O 1.279 -4.708 6.099  -0.5373
O 1.273 -7.044 5.364  -0.4479
H -7.268 -2.496 -2.235  0.2705
H -8.991 -2.883 -1.575  0.2278
H -8.620 -2.954 -3.470  0.2708
H -8.616 -5.437 -1.693  0.3192
H -7.737 -5.200 -3.388  0.2341
H -5.545 -5.081 -2.568  0.2117
H -6.014 -3.917 -1.157  0.1965
H -6.893 -7.039 -0.949  0.3125
H -5.024 -6.781 -0.963  0.2740
H -5.957 -6.977 1.497  0.3395
H -7.332 -5.728 1.168  0.2437
H -4.769 -4.160 0.616  0.1423
H -5.956 -3.913 2.061  0.3278
H -4.016 -6.390 2.466  0.2774
H -4.283 -4.859 3.647  0.3168
H -2.922 -3.321 1.935  0.2471
H -2.531 -4.896 0.880  0.2537
H -1.767 -5.458 3.813  0.3882
H -0.999 -3.765 3.509  0.2421
H -0.764 -6.117 1.253  0.4479
H 0.213 -6.412 2.836  0.4662
H 1.043 -3.520 -0.450  0.5317
H -0.662 -4.143 0.045  0.3190
H -0.556 -1.458 0.300  0.2829
H 0.637 -2.476 2.867  0.1583
H 3.134 -3.852 0.055  0.3003
H 2.778 -2.290 2.516  -0.1890
H 4.559 -2.907 2.487  0.2224
H 3.485 -1.501 -0.270  -0.0311
H 5.210 -1.951 0.341  0.2781
H 4.742 0.706 0.552  0.2629
H 5.255 -0.203 2.223  0.2980
H 2.093 0.222 1.333  0.0791
H 2.854 -0.143 3.025  0.2417
H 2.399 3.246 3.792  0.1861
H 1.679 1.472 3.915  0.2658
H 1.113 2.617 2.478  0.1945
H 3.973 -5.456 4.581  0.4629
H 2.866 -3.972 4.161  0.0062
H 0.264 -6.933 5.449  0.3901
F 1.855 -0.897 -1.179  0.2208
C 1.923 -0.051 -2.216  0.3855
C 0.781 0.209 -2.964  -0.6036
C 0.851 1.093 -4.040  -0.7562
C 2.067 1.700 -4.363  -0.2721
C 3.210 1.429 -3.609  -0.5036
C 3.137 0.553 -2.526  -0.2587
H -0.153 -0.279 -2.703  0.3495
H -0.039 1.309 -4.626  0.3793
H 2.122 2.387 -5.205  0.1475
H 4.156 1.899 -3.865  0.6088
H 4.013 0.338 -1.924  0.3386
F 4.800 3.438 -4.750  -0.2263
C 4.869 4.284 -5.786  0.5550
C 3.727 4.544 -6.534  -0.0801
C 3.797 5.429 -7.610  -0.6257
C 5.013 6.036 -7.933  -0.4519
C 6.156 5.764 -7.179  -0.4505
C 6.083 4.888 -6.097  -0.5136
H 2.793 4.057 -6.274  0.2681
H 2.907 5.645 -8.197  0.3521
H 5.068 6.722 -8.775  0.3643
H 7.102 6.235 -7.435  0.3567
H 6.959 4.673 -5.494  0.4024
F -2.460 7.896 1.495  -0.2502
C -1.395 7.178 1.875  0.5331
C -1.118 7.030 3.229  -0.5245
C -0.012 6.278 3.626  -0.5558
C 0.811 5.691 2.662  -0.4095
C 0.528 5.850 1.304  -0.8068
C -0.585 6.593 0.909  -0.1146
H -1.764 7.500 3.964  0.4122
H 0.209 6.150 4.682  0.3610
H 1.677 5.109 2.971  0.5124
H 1.172 5.396 0.556  0.3977
H -0.825 6.719 -0.142  0.4026
F -0.295 9.320 -1.769  -0.2891
C -1.562 9.541 -2.144  0.0539
C -2.600 9.167 -1.298  0.1043
C -3.920 9.402 -1.685  -0.4838
C -4.186 9.999 -2.920  -0.4953
C -3.137 10.366 -3.764  -0.4491
C -1.817 10.141 -3.371  -0.4019
H -2.375 8.697 -0.346  0.4425
H -4.739 9.121 -1.028  0.4085
H -5.215 10.178 -3.223  0.3797
H -3.347 10.827 -4.726  0.3581
H -0.990 10.428 -4.011  0.4185
F -9.914 7.441 1.146  -0.3126
C -8.584 7.396 1.307  0.1976
C -7.922 8.497 1.838  -0.3308
C -6.539 8.449 2.011  -0.4870
C -5.831 7.302 1.641  -0.2485
C -6.505 6.204 1.105  -0.4836
C -7.889 6.248 0.942  -0.3350
H -8.487 9.382 2.112  0.4118
H -6.012 9.302 2.432  0.3852
H -4.752 7.267 1.772  0.4167
H -5.952 5.314 0.813  0.3585
H -8.430 5.400 0.535  0.4019
F 7.190 -7.357 1.310  -0.1796
C 8.036 -8.360 1.043  0.4073
C 7.589 -9.457 0.314  -0.3759
C 8.471 -10.500 0.032  -0.3831
C 9.789 -10.440 0.492  -0.4866
C 10.227 -9.337 1.227  -0.3798
C 9.348 -8.289 1.500  -0.4091
H 6.560 -9.490 -0.028  0.3587
H 8.133 -11.358 -0.544  0.3565
H 10.475 -11.256 0.276  0.3594
H 11.252 -9.294 1.588  0.3624
H 9.674 -7.421 2.062  0.3858

Summary:
LUMO (eV): -4.153
M (g/mol): 1088.1
HOMO energy (eV): -10.12
E (eV): -95696.276
Max |F| (eV/A): 8.94
HOMO-LUMO gap (eV): 6.0
Charge: +1



3.
DFT (wB97M-V/def2-TZVPD) results for one molecule with the formula C5H5F at a distorted geometry.

Each line ends with the Mulliken charge.
Positions of all 11 atoms, in Å:
C 0.252 1.631 -2.087  0.0291
C -0.249 1.036 -1.173  -0.5141
C -0.679 0.461 0.092  -0.2355
C 0.079 -0.852 0.207  -0.4215
C 0.470 -1.354 1.380  -0.1075
F 0.402 -0.772 2.559  -0.2331
H 0.720 2.189 -2.851  0.4059
H -1.775 0.306 0.065  0.2217
H -0.469 1.121 0.967  0.2348
H 0.290 -1.425 -0.690  0.3042
H 0.958 -2.341 1.532  0.3162

Summary:
LUMO (eV): 1.009
Energy relative to the best compared isomer or geometry (same formula, charge and spin) (kcal per mole): 38.4
M (g/mol): 84.1
HOMO energy (eV): -9.61
E (eV): -7980.579
Max |F| (eV/A): 2.55
SMILES string: C#CC/C=C\F
HOMO-LUMO gap (eV): 10.6
Charge: 0



4.
DFT (wB97M-V/def2-TZVPD) results for C4H9N2O as an isolated structure at a distorted geometry.

Each line ends with the Mulliken charge.
Positions of all 16 atoms, in Å:
C -0.595 -0.673 0.169  0.1919
C 1.115 0.576 -0.489  -0.5645
C 1.438 -0.865 0.073  -0.2301
C -1.163 1.735 -0.254  -0.7922
N -0.247 0.583 -0.077  0.0859
N -1.660 -1.375 0.434  -0.3466
O 2.127 -1.076 1.223  -0.4641
H 1.638 1.377 -0.029  0.3905
H 1.357 0.671 -1.534  0.2849
H 1.655 -1.552 -0.651  0.5829
H -2.116 1.721 0.291  0.3163
H -0.372 2.554 -0.049  0.2601
H -1.466 1.741 -1.290  0.3688
H -1.684 -2.405 0.774  0.2788
H -2.555 -1.013 0.265  0.2247
H 2.529 -1.999 1.144  0.4126

Summary:
LUMO (eV): -2.989
Energy relative to the best compared isomer or geometry (same formula, charge and spin) (kcal per mole): 84.6
M (g/mol): 101.1
HOMO energy (eV): -14.00
E (eV): -9312.349
Max |F| (eV/A): 5.42
HOMO-LUMO gap (eV): 11.0
Charge: +1



> Which formula does entry 1 have?

C27H27N3O5S2